Computed, not measured: a 2-piece molecular cluster, C20H22N2O3 overall in a non-equilibrium geometry, with ωB97M-V/def2-TZVPD.

Cartesian coordinates (Å):
1 C -5.267 -1.952 -1.250
2 C -5.094 -0.448 -1.456
3 C -4.133 0.167 -0.443
4 N -2.876 -0.591 -0.378
5 C -1.722 -0.027 -0.681
6 C -0.484 -0.684 -0.604
7 C 0.609 -0.202 -1.282
8 C 1.869 -0.862 -1.400
9 C 2.818 -0.436 -2.369
10 C 4.046 -1.069 -2.505
11 C 4.379 -2.147 -1.666
12 C 3.454 -2.595 -0.713
13 C 2.218 -1.968 -0.573
14 C -3.048 -2.010 -0.042
15 C -3.946 -2.697 -1.066
16 H -5.894 -2.120 -0.366
17 H -5.798 -2.376 -2.105
18 H -4.717 -0.257 -2.469
19 H -6.054 0.070 -1.368
20 H -3.883 1.202 -0.699
21 H -4.594 0.136 0.557
22 H -1.761 1.021 -1.017
23 H -0.416 -1.558 0.048
24 H 0.473 0.730 -1.837
25 H 2.557 0.416 -3.003
26 H 4.764 -0.717 -3.248
27 H 5.353 -2.630 -1.756
28 H 3.710 -3.429 -0.056
29 H 1.515 -2.283 0.196
30 H -2.079 -2.509 0.028
31 H -3.535 -2.045 0.945
32 H -4.112 -3.728 -0.738
33 H -3.414 -2.753 -2.025
34 O 1.725 5.663 1.368
35 N 2.633 5.141 2.049
36 O 3.629 5.767 2.469
37 C 2.536 3.739 2.368
38 C 3.554 3.163 3.144
39 C 3.446 1.808 3.477
40 C 2.400 1.035 3.008
41 C 1.428 1.560 2.037
42 O 0.656 0.834 1.376
43 C 1.465 3.006 1.889
44 H 4.374 3.790 3.483
45 H 4.214 1.363 4.110
46 H 2.301 -0.019 3.268
47 H 0.702 3.498 1.294

## Properties
E = -1110.364770 Eh
Spin multiplicity = 1
M = 338.407 Da
F_max = 2.64 eV Å⁻¹
Net charge = 0
Frontier orbital gap = 4.36 eV